14
Properties=species:S:1:pos:R:3:forces:R:3:nbo_charge:R:1 method="wB97M-V/def2-TZVPD" multiplicity=2 total_energy_ha=-1131.31777 charge=-2 gap_ev="5.051 / 4.764" e_above_lowest_kcal_mol=22.27 s_squared=0.76
C -1.158652 1.911971 3.188368 1.4 -0.8 0.0 0.711
O -0.873624 -0.795519 6.552781 -0.1 -0.7 -0.3 -0.892
S 0.540475 1.505826 2.492948 1.3 -0.9 0.1 2.048
H 0.135016 -1.245817 4.642540 -1.5 -0.9 1.6 0.202
N 1.400918 0.605444 3.640486 -0.6 1.0 -0.7 -0.528
F -1.870159 0.803713 3.354683 -0.3 -0.1 0.0 -0.317
O 1.171039 2.833334 2.402511 -0.7 -0.9 -0.1 -0.996
O 0.218749 0.778853 1.251888 0.0 0.9 0.9 -0.987
C -0.727373 -1.684516 5.556002 1.2 1.7 -0.7 -0.203
H -1.642132 -1.870658 4.939536 0.0 0.0 -0.1 0.066
H -0.322341 -2.684359 5.850207 0.1 -0.1 0.0 0.056
O 1.119024 -0.679371 3.579434 0.3 -0.2 -0.5 -0.488
F -1.037175 2.523370 4.360703 -0.2 0.3 0.3 -0.323
F -1.815184 2.715090 2.354413 -0.7 0.6 -0.4 -0.348


13
Properties=species:S:1:pos:R:3:forces:R:3:nbo_charge:R:1 method="wB97M-V/def2-TZVPD" total_energy_ha=-2160.06331 charge=0 gap_ev="6.029 / 6.028"
F -1.584325 0.912703 0.927556 -0.1 0.0 0.2 -0.289
F -2.589514 0.200322 -0.836051 0.0 -0.2 -0.1 -0.289
H 0.686414 -2.267504 0.562616 -0.4 0.2 -0.1 0.267
H -0.440748 -1.202720 1.494503 0.6 0.2 0.1 0.286
S -0.047340 -0.483976 -0.696670 0.5 -0.4 -4.0 2.014
C -1.464991 0.708390 -0.370362 0.4 0.6 0.4 0.791
F -1.200296 1.835222 -0.999991 0.0 0.0 0.0 -0.280
O 1.051090 0.310723 -1.350878 -1.4 -1.4 1.5 -0.999
Yb 2.814339 1.378287 -0.282596 -1.5 1.3 1.7 1.501
C 0.427611 -1.233306 0.824471 1.5 0.1 0.1 -0.868
H 1.397069 -0.734509 1.145174 -1.7 -0.1 0.3 0.283
O 1.578211 2.054241 1.189081 1.5 -1.3 -1.7 -1.524
O -0.627514 -1.477878 -1.606859 0.7 1.0 1.7 -0.893


9
Properties=species:S:1:pos:R:3:forces:R:3:nbo_charge:R:1 method="wB97M-V/def2-TZVPD" total_energy_ha=-667.10837 charge=0 gap_ev="9.489 / 6.799" e_above_lowest_kcal_mol=102.90
F 0.869553 0.342980 2.766104 -0.2 -0.4 -0.3 -0.665
F 0.771559 2.559014 1.662387 -0.5 -0.7 -0.5 -0.670
H 0.379397 -1.249896 -1.354727 0.9 -0.6 -0.2 0.230
C -0.673331 -1.360009 -1.464844 -0.6 2.6 1.5 -0.496
C -1.335931 -0.302082 -1.065853 1.8 -0.7 -0.2 -0.112
H -2.083988 0.410794 -0.930010 -1.1 0.4 0.2 0.204
F 2.380617 0.887529 0.738925 -1.4 -0.4 0.2 -0.668
Si 0.839660 0.976092 1.302920 1.7 1.4 0.1 1.957
H -1.147538 -2.264421 -1.654901 -0.6 -1.7 -0.8 0.219


11
Properties=species:S:1:pos:R:3:forces:R:3:nbo_charge:R:1 method="wB97M-V/def2-TZVPD" total_energy_ha=-607.30658 charge=0 gap_ev="10.476 / 8.100" e_above_lowest_kcal_mol=115.84
F -2.156817 1.087302 -0.210010 0.9 0.1 0.0 -0.299
H 0.633699 -2.666565 0.214023 0.1 0.0 -0.2 0.344
N 0.797498 -2.561795 -0.785335 0.5 -0.4 0.4 -0.321
H 0.739278 2.082795 0.970545 -0.3 -0.1 -0.1 0.157
F 0.752937 0.122794 0.607925 -0.1 0.1 -0.3 -0.334
H 1.696646 -2.816462 -1.186702 -0.1 0.0 0.1 0.340
O -0.029430 -1.924114 -1.485744 -0.5 0.4 -0.4 -0.361
F -0.612165 1.026421 2.009708 -0.3 0.3 -0.2 -0.323
F -0.939650 2.845834 -0.659717 0.2 -0.7 0.2 -0.316
C 0.026836 1.254070 0.832497 0.9 -0.1 0.5 0.445
C -0.908831 1.549720 -0.307190 -1.1 0.5 0.0 0.668


11
Properties=species:S:1:pos:R:3:forces:R:3:nbo_charge:R:1 method="wB97M-V/def2-TZVPD" smiles=NOC(F)(F)C(F)F total_energy_ha=-607.37898 charge=0 gap_ev=10.685 e_above_lowest_kcal_mol=70.41
O -0.911692 0.456237 0.003174 4.2 0.5 -1.0 -0.422
C 1.358290 0.679708 -0.499315 0.5 -0.6 0.9 0.510
F 1.201378 1.772067 0.258430 0.4 0.2 0.2 -0.305
N -2.079259 -0.052689 0.413005 -2.3 -3.0 -2.3 -0.476
H 1.159852 0.958737 -1.534600 -0.4 -0.5 0.0 0.172
H -1.962159 -0.486079 1.304244 0.0 -0.5 0.8 0.335
H -2.381097 -0.836492 -0.322037 0.7 1.9 2.2 0.319
C 0.384430 -0.400488 0.086728 -4.9 1.6 0.1 0.816
F 0.366843 -0.862406 1.344062 1.5 0.8 0.3 -0.311
F 2.652438 0.263761 -0.425566 -0.3 0.0 0.1 -0.327
F 0.210974 -1.492357 -0.628127 0.6 -0.4 -1.3 -0.310


11
Properties=species:S:1:pos:R:3:forces:R:3:nbo_charge:R:1 method="wB97M-V/def2-TZVPD" total_energy_ha=-1321.78082 charge=0 gap_ev="8.296 / 6.252" e_above_lowest_kcal_mol=39.67
O 0.030527 -0.485864 -1.979846 0.3 1.3 -1.4 -0.915
S -0.128078 -0.662349 -0.590135 -1.7 -1.9 -0.2 2.061
C 1.347312 -0.159227 0.328993 -0.3 0.9 -1.4 -0.047
F 0.951020 -0.110900 1.552383 0.1 0.3 2.3 -0.331
H -2.461124 0.218433 -0.361283 -2.4 -1.2 -1.3 0.257
O -0.228713 -2.035713 -0.168357 -0.2 -0.2 0.7 -0.939
H -1.212364 1.270392 0.013184 -0.3 -0.1 0.8 0.242
C -1.591333 0.243428 0.166207 5.9 0.5 1.8 -0.802
H -1.417495 -0.156273 1.213404 -1.3 0.9 -1.2 0.260
I 3.077554 -1.211979 -0.055353 -0.1 0.2 -0.1 0.309
I 1.632697 3.090057 -0.119195 -0.1 -0.8 0.1 -0.094


10
Properties=species:S:1:pos:R:3:forces:R:3:nbo_charge:R:1 method="wB97M-V/def2-TZVPD" multiplicity=2 total_energy_ha=-1269.64614 charge=-1 gap_ev="5.184 / 4.825" s_squared=0.75
O -0.362884 -1.496569 -0.491391 -0.9 0.0 0.3 -0.571
C -0.993026 0.628137 0.422427 0.3 0.2 0.2 -0.178
K 1.905094 -0.393126 -1.269716 0.5 0.0 -0.2 0.954
P 1.523309 1.253396 1.363176 -0.6 0.1 0.0 -0.296
H -1.767793 1.224594 -0.096641 0.1 -0.1 0.0 0.178
H -2.228952 -1.204068 0.230601 0.0 0.0 0.0 0.092
C -1.212233 -0.804597 0.030090 0.5 -0.1 -0.3 0.432
O 0.281693 1.076198 0.100191 -0.3 0.2 0.3 -0.833
F 4.059718 -0.992765 -1.797180 0.2 -0.2 -0.3 -0.984
H -1.204929 0.708800 1.508441 0.1 0.0 -0.1 0.206


9
Properties=species:S:1:pos:R:3:forces:R:3:nbo_charge:R:1 method="wB97M-V/def2-TZVPD" total_energy_ha=-335.98899 charge=-1 gap_ev=8.473 e_above_lowest_kcal_mol=0.00
O -0.088106 0.514333 -0.690497 -1.3 0.1 0.0 -1.020
H -1.547787 -0.985634 -1.002350 0.5 0.4 0.4 0.138
C -1.028902 -0.339221 -0.219663 -0.2 -0.5 -0.2 -0.150
O -3.271808 -0.260926 0.647805 0.6 0.5 0.5 -0.590
F 3.184553 -0.339633 -0.141044 -0.6 0.2 0.0 -0.973
H -2.163063 1.437762 0.496365 0.1 -0.2 0.4 0.090
H -0.665857 -1.083494 0.534865 0.0 0.0 -0.1 0.127
C -2.221795 0.322446 0.437269 -1.0 -0.2 -1.0 0.430
Li 1.483140 0.112845 -0.355786 2.0 -0.3 0.2 0.949


9
Properties=species:S:1:pos:R:3:forces:R:3:nbo_charge:R:1 method="wB97M-V/def2-TZVPD" total_energy_ha=-362.40253 charge=0 gap_ev=8.419 e_above_lowest_kcal_mol=118.41
O -1.114450 1.107558 -0.263924 -2.5 -1.4 -0.6 -0.247
H 1.251137 1.561895 -0.435685 0.0 0.0 -0.1 0.212
N 0.954781 -0.404289 -0.030321 -0.1 -0.3 -0.1 -0.280
H 0.913680 -2.458954 -0.502963 0.5 -0.6 0.0 0.215
H 0.717294 1.126246 1.277285 -0.1 -0.1 0.1 0.218
F -2.353243 -0.480535 0.676320 0.2 0.4 -0.1 -0.401
C 0.820766 0.842994 0.243210 1.7 0.7 0.7 -0.204
C 0.569694 -1.465654 -0.389761 -1.2 0.3 -0.4 0.108
N -1.759660 0.170740 -0.574160 1.4 0.9 0.4 0.378


12
Properties=species:S:1:pos:R:3:forces:R:3:nbo_charge:R:1 method="wB97M-V/def2-TZVPD" smiles="NC(=O)/N=N/C(=O)NF" total_energy_ha=-547.25763 charge=0 gap_ev=8.638 e_above_lowest_kcal_mol=0.00
N -0.339973 0.900033 -1.298606 -1.8 -2.9 1.6 -0.217
C -0.243655 -0.166216 0.811894 -1.1 0.4 -0.3 0.739
F -0.667803 3.103865 -3.995978 0.2 -0.6 0.9 -0.200
N -0.479999 2.633925 -2.691514 0.7 0.4 -1.1 -0.221
H -1.284621 2.843545 -2.158344 -1.1 0.4 0.4 0.375
N -0.658663 -1.436305 0.412419 3.3 3.6 -0.4 -0.804
N 0.282232 0.728974 -0.258754 1.7 0.2 -1.0 -0.090
O -0.239035 0.282009 1.924508 0.1 -0.4 -0.3 -0.540
C 0.040149 1.366741 -2.552054 1.8 1.3 -1.3 0.691
H -0.919400 -1.446573 -0.523463 -0.7 -0.5 -1.8 0.394
O 0.709177 0.779825 -3.372275 -0.9 0.0 1.1 -0.527
H -1.224046 -1.796268 1.078159 -2.2 -1.8 2.2 0.399


8
Properties=species:S:1:pos:R:3:forces:R:3:nbo_charge:R:1 method="wB97M-V/def2-TZVPD" multiplicity=3 total_energy_ha=-1761.27054 charge=0 gap_ev="8.192 / 7.579" e_above_lowest_kcal_mol=4.36 s_squared=2.01
O -0.287959 0.170758 -0.206282 1.7 -0.9 -0.7 -0.796
H 2.365987 -1.755402 0.283136 0.2 0.6 0.1 0.214
H -0.115317 -1.903160 -0.224515 0.2 0.3 -0.3 0.198
F -2.555977 0.138139 0.390948 1.5 -0.3 -0.5 -0.671
C 1.770670 -0.845075 0.182967 -0.1 1.1 -0.8 -0.674
Ni 1.345609 1.101563 -0.085947 0.6 -1.4 0.5 1.088
H -1.528707 0.068284 0.090980 -2.6 0.5 0.7 0.537
C 0.474711 -0.976718 -0.159561 -1.5 0.2 1.0 0.102


7
Properties=species:S:1:pos:R:3:forces:R:3:nbo_charge:R:1 method="wB97M-V/def2-TZVPD" total_energy_ha=-252.94553 charge=0 gap_ev="8.525 / 9.122" e_above_lowest_kcal_mol=114.02
H 0.760350 2.064760 -0.432157 -0.4 -0.3 0.1 0.143
F 0.442436 0.161052 -1.130421 -0.1 0.7 0.4 -0.362
H -1.123395 1.483126 -0.772878 2.5 -0.2 0.9 0.156
C 0.000385 1.274303 -0.468507 -2.0 -0.6 -0.9 0.024
H 1.122811 0.975138 2.317155 0.4 0.1 0.4 0.125
C 0.363405 0.214444 2.100227 -0.9 -0.2 -0.4 0.374
O -0.122312 -0.580856 2.816628 0.4 0.5 -0.4 -0.461